Record 1
Below is C4H9NS as an isolated structure at a distorted geometry, with properties calculated with wB97M-V/def2-TZVPD.

XYZ file:
```
15
Properties=species:S:1:pos:R:3:forces:R:3:nbo_charge:R:1
S -1.682562 -1.339384 0.026325 -1.476 -0.324 -0.176 0.263
N 0.975167 2.019383 -0.385179 -2.520 0.615 -4.454 -0.856
C 0.128000 0.157559 1.060739 -1.685 2.022 -4.418 -0.193
C -0.478004 -0.153597 -0.242590 1.752 0.374 4.312 -0.468
C -0.870487 -2.590658 -0.893719 2.743 -3.044 2.731 -0.788
C 0.895292 1.477154 0.893018 -1.141 2.769 5.516 -0.259
H -0.295346 -0.179757 2.116050 1.130 0.503 -2.726 0.255
H -1.414683 -3.741475 -0.447796 2.039 3.523 -2.149 0.249
H 0.215430 2.379677 1.471516 1.237 -2.659 -0.246 0.148
H 1.462242 2.946898 -0.464386 -1.103 -1.380 0.356 0.387
H -0.199462 0.181919 -1.309987 -0.193 -0.562 2.238 0.254
H 0.407117 -2.459573 -0.588800 -3.767 -1.095 -0.490 0.213
H -0.810522 -2.301161 -1.923549 -0.655 -0.816 -0.873 0.211
H 1.849481 1.566584 1.554298 -1.160 -0.406 -1.654 0.221
H -0.181663 2.036430 -0.865940 4.800 0.482 2.034 0.363
```
Forces are in eV/Å.

The value obtained for the HOMO-LUMO gap is 8.58 eV. Its energy relative to the best compared isomer or geometry (same formula, charge and spin) is 131.8 kcal per mole. The calculation puts the electronic energy at -16613.74086 eV. For the HOMO energy, the calculation gives -8.0 eV. The largest force on an atom comes out at 6.28 eV/Å.

Record 2
Below is C4H9NS as an isolated structure at a distorted geometry, with properties calculated with wB97M-V/def2-TZVPD.

XYZ file:
```
15
Properties=species:S:1:pos:R:3:forces:R:3:nbo_charge:R:1
S -0.470825 -0.446375 0.451148 -0.821 1.576 -0.739 0.765
N 1.154527 -0.098910 2.125398 -0.608 -0.528 -1.348 -0.476
C 0.551270 -0.852612 -0.937351 -4.350 0.415 -3.692 -0.764
C -1.736283 1.002250 -0.855705 1.872 -2.037 0.131 -0.822
C 0.573514 0.849320 1.180770 -1.513 1.064 1.769 -0.532
C 0.909915 -1.305891 1.671596 0.019 1.523 1.050 -0.218
H -0.923180 1.412254 -1.479363 -0.748 0.474 0.492 0.196
H -2.337904 1.642763 -0.231180 0.263 0.380 0.141 0.203
H 1.395261 -1.396526 -0.796036 2.351 -1.414 0.930 0.229
H -2.372277 0.368542 -1.484859 0.138 -0.013 0.273 0.191
H 1.070177 -2.105242 2.341319 0.651 -1.161 0.596 0.175
H -0.097741 1.593042 1.785087 1.096 -1.162 -1.205 0.183
H 1.637293 0.203876 2.963151 0.017 -0.177 0.034 0.402
H -0.085816 -1.350785 -1.780661 0.852 0.403 1.686 0.223
H 0.704149 0.097017 -1.395951 0.783 0.658 -0.120 0.245
```
Forces are in eV/Å.

The value obtained for the HOMO-LUMO gap (spin up / spin down) is 7.82 / 7.82 eV. Its energy relative to the best compared isomer or geometry (same formula, charge and spin) is 162.4 kcal per mole. The calculation puts the electronic energy at -16612.41042 eV. For the HOMO energy (spin up / spin down), the calculation gives -7.2 / -7.2 eV. The largest force on an atom comes out at 5.72 eV/Å.

Record 3
Below is one molecule with the formula C4H9NS at a distorted geometry, with properties calculated with wB97M-V/def2-TZVPD.

XYZ file:
```
15
Properties=species:S:1:pos:R:3:forces:R:3:nbo_charge:R:1
S 2.665969 -0.810293 0.642939 -0.607 0.787 1.016 0.528
N 1.559011 -0.900311 -0.524959 -1.734 0.890 -1.363 -0.639
C 1.974931 0.161162 2.044883 -2.652 0.567 1.013 -0.831
C 0.456155 -0.443333 -1.003126 -0.457 1.158 1.506 0.133
C -2.134413 -0.130583 -1.156398 -1.415 1.046 -2.967 -0.645
C -0.868845 0.537297 -0.572869 2.190 -1.635 -0.277 -0.467
H -2.610199 -0.785921 -0.489178 -0.721 -0.534 1.342 0.214
H -2.129910 -0.788838 -2.081229 1.488 0.515 0.840 0.220
H 1.510239 -0.485991 2.842170 0.135 0.170 -1.119 0.217
H 0.250776 -0.684744 -2.019572 0.045 -0.714 -0.875 0.151
H -0.894416 0.580035 0.539435 -0.233 0.300 -0.873 0.216
H -2.944772 0.559670 -1.642599 1.400 -0.459 1.699 0.217
H 2.680224 0.692374 2.657199 1.043 0.323 -0.366 0.232
H 1.152968 0.966009 1.799536 1.654 -1.653 -0.113 0.228
H -0.667716 1.533466 -1.036231 -0.135 -0.762 0.536 0.225
```
Forces are in eV/Å.

The value obtained for the HOMO-LUMO gap is 9.46 eV. Its energy relative to the best compared isomer or geometry (same formula, charge and spin) is 64.5 kcal per mole. The calculation puts the electronic energy at -16616.65918 eV. As for the SMILES: CC/C=N\SC. For the HOMO energy, the calculation gives -8.5 eV. The largest force on an atom comes out at 3.45 eV/Å.

Record 4
Below is C4H9NS2 as an isolated structure at a distorted geometry, with properties calculated with wB97M-V/def2-TZVPD.

XYZ file:
```
16
Properties=species:S:1:pos:R:3:forces:R:3:nbo_charge:R:1
S -0.911850 -2.225348 1.071750 -1.018 -0.059 -0.121 -0.020
S 1.988652 -0.806069 1.275317 2.514 -2.051 0.825 0.030
N -1.084983 0.271245 -1.692054 -1.031 0.055 -6.044 -0.852
C -0.559474 -0.537271 0.565759 -0.524 -0.212 1.532 -0.332
C -0.122013 -0.081096 -0.764550 4.622 -1.181 -0.998 -0.097
C 0.668124 0.244253 1.289272 -2.422 0.741 -4.539 -0.412
C 0.517901 1.088890 -0.046491 1.714 0.404 -3.776 -0.397
H -1.536873 0.025780 0.670912 1.292 -0.374 0.451 0.246
H 1.250755 1.352038 -1.065374 -0.880 0.619 4.041 0.214
H -0.826656 1.334923 -2.136842 -0.820 -4.190 1.000 0.377
H 0.956356 -0.532906 -1.210363 -3.320 -0.175 1.112 0.181
H -1.148891 -0.658946 -2.620920 0.302 4.259 3.510 0.375
H 0.247095 0.735589 2.083631 0.083 1.115 2.536 0.224
H 3.093989 -0.038383 1.460640 -0.660 0.205 0.016 0.134
H -2.248467 -1.942764 1.058282 0.608 -0.634 0.134 0.133
H -0.283664 1.770064 0.061030 -0.461 1.477 0.321 0.197
```
Forces are in eV/Å.

The value obtained for the HOMO-LUMO gap is 9.36 eV. Its energy relative to the best compared isomer or geometry (same formula, charge and spin) is 121.9 kcal per mole. The calculation puts the electronic energy at -27449.45698 eV. For the HOMO energy, the calculation gives -8.7 eV. The largest force on an atom comes out at 6.13 eV/Å.

Record 5
Below is C4H9NS2 as an isolated structure at a distorted geometry, with properties calculated with wB97M-V/def2-TZVPD.

XYZ file:
```
16
Properties=species:S:1:pos:R:3:forces:R:3:nbo_charge:R:1
S -0.205155 0.224103 -2.234212 -0.962 -1.006 -0.298 0.237
S 0.476708 -1.881101 0.435134 -1.210 1.602 1.835 0.310
N -0.571476 -0.387509 0.458567 1.471 -3.200 0.540 -0.524
C 1.447167 0.775089 -2.060253 0.382 2.463 4.429 -0.765
C -1.874850 1.377907 -0.215889 0.436 2.865 -0.023 -0.653
C -0.873936 0.219983 -0.589039 -0.454 3.040 0.093 0.051
C 0.445009 -2.096785 2.333766 0.020 1.891 -1.648 -0.711
H -2.583465 1.960573 -1.382132 2.027 -2.164 4.111 0.239
H 1.066391 -1.293918 2.755839 -1.287 0.742 -0.073 0.226
H -0.526262 -2.323528 2.785888 0.310 0.451 -0.343 0.230
H 2.214266 0.262830 -1.529898 0.016 -1.739 0.590 0.228
H 1.556089 1.762701 -1.451310 -0.685 -1.072 -1.629 0.217
H 1.152881 -2.799628 2.581760 1.193 -2.778 -0.016 0.218
H 1.815198 0.837974 -2.998387 0.977 0.759 -3.185 0.228
H -1.184733 2.488793 0.381020 -2.012 -3.509 -2.228 0.219
H -2.353832 0.872517 0.729146 -0.221 1.656 -2.158 0.250
```
Forces are in eV/Å.

The value obtained for the HOMO-LUMO gap is 9.29 eV. Its energy relative to the best compared isomer or geometry (same formula, charge and spin) is 119.5 kcal per mole. The calculation puts the electronic energy at -27449.56185 eV. For the HOMO energy, the calculation gives -8.7 eV. The largest force on an atom comes out at 5.08 eV/Å.

Record 6
Below is an isolated ion of composition C4H9O2 and charge -1 at a distorted geometry, with properties calculated with wB97M-V/def2-TZVPD.

XYZ file:
```
15
Properties=species:S:1:pos:R:3:forces:R:3:nbo_charge:R:1
O -0.590343 2.292473 0.786550 -0.283 -0.643 0.590 -0.940
O 1.085615 -2.173661 -1.107425 0.195 0.709 -0.047 -0.791
C 0.574328 -0.240396 0.370524 -0.391 1.868 -0.646 -0.481
C 1.224639 -0.675100 -0.892790 -0.533 -3.166 -0.395 -0.049
C -1.487088 1.309565 0.570485 -0.646 0.407 -1.725 -0.014
C -0.962644 -0.156338 0.530107 0.853 -1.909 0.626 -0.430
H -1.939203 1.430544 -0.461403 -0.163 0.024 0.027 0.049
H -1.446933 -0.886280 -0.147071 -0.187 0.790 -0.508 0.167
H 2.307859 -0.623848 -0.852109 0.124 0.629 0.080 0.166
H 0.841242 -0.192428 -1.797403 0.029 0.210 0.268 0.164
H -2.419132 1.241692 1.200884 0.374 0.344 0.311 0.072
H 0.819932 0.848629 0.227240 0.101 -0.242 1.507 0.276
H 0.421348 -2.342080 -1.775680 -0.203 0.151 -0.006 0.451
H 0.972321 -0.720010 1.266768 0.601 0.320 -0.312 0.193
H -1.185339 -0.697116 1.466692 0.129 0.509 0.231 0.168
```
Forces are in eV/Å.

The value obtained for the HOMO-LUMO gap is 6.10 eV. Its charge is -1. Its energy relative to the best compared isomer or geometry (same formula, charge and spin) is 71.2 kcal per mole. The calculation puts the electronic energy at -8387.40425 eV. As for the SMILES: [O-]CCCCO. For the HOMO energy, the calculation gives -2.3 eV. The largest force on an atom comes out at 3.24 eV/Å.

Record 7
Below is C4H9O2 as an isolated structure at a distorted geometry, with properties calculated with wB97M-V/def2-TZVPD.

XYZ file:
```
15
Properties=species:S:1:pos:R:3:forces:R:3:nbo_charge:R:1
O -1.194487 1.306989 -0.365261 0.582 0.267 -0.542 -0.851
O -0.432746 -0.737216 -1.379914 0.131 -0.368 -0.545 -0.909
C 0.505691 -1.379758 -0.579487 -0.532 0.830 -1.018 -0.037
C 1.387695 -0.357291 0.146311 -1.127 -0.213 0.374 -0.442
C -0.891535 0.756307 0.871869 -0.035 -0.113 -0.599 -0.048
C 0.603944 0.509624 1.145969 -0.237 0.403 0.640 -0.417
H 0.642341 0.108412 2.174981 0.100 -0.274 -0.235 0.166
H -0.019370 -2.069917 0.099451 0.327 -0.227 0.355 0.113
H 1.695659 0.285342 -0.680245 0.692 -0.043 0.208 0.204
H 1.183686 -1.951447 -1.246194 0.007 -0.346 0.338 0.116
H -1.430627 -0.205997 0.933950 0.053 0.000 0.521 0.133
H 2.174922 -0.889856 0.695868 0.393 0.343 -0.394 0.174
H -1.219192 1.446590 1.658751 -0.281 -0.145 0.207 0.131
H 1.057873 1.504641 1.254958 0.169 -0.064 -0.238 0.176
H -0.814275 0.443804 -1.048804 -0.242 -0.051 0.927 0.491
```
Forces are in eV/Å.

The value obtained for the HOMO-LUMO gap is 7.79 eV. Its charge is -1. Its energy relative to the best compared isomer or geometry (same formula, charge and spin) is 43.1 kcal per mole. The calculation puts the electronic energy at -8388.62079 eV. For the HOMO energy, the calculation gives -3.3 eV. The largest force on an atom comes out at 1.42 eV/Å.

Record 8
Below is a 2-piece molecular cluster, C4H9O2 overall at a distorted geometry, with properties calculated with wB97M-V/def2-TZVPD.

XYZ file:
```
15
Properties=species:S:1:pos:R:3:forces:R:3:nbo_charge:R:1
O 2.134690 0.312291 2.174826 0.134 0.317 -0.017 -0.779
O 0.102759 0.731571 1.251182 0.120 0.663 0.212 -0.808
C -1.005136 1.250051 -1.929550 -0.152 0.441 0.074 -0.601
C 0.966560 0.049967 1.845090 -0.385 -1.217 0.313 0.781
C 0.434823 -1.404375 2.200667 0.267 0.903 -0.697 -0.755
C 0.007970 0.140342 -1.673033 -1.983 -1.022 -0.035 -0.636
H -1.989310 0.961563 -1.560828 -0.075 -0.408 -0.031 0.193
H -0.061416 -0.030910 -0.605314 1.055 0.338 0.288 0.280
H -1.152930 1.521368 -2.977744 0.224 0.117 -0.041 0.171
H 1.241075 -2.138576 2.191860 -0.047 0.010 0.391 0.189
H -0.480775 -0.784121 -2.018665 0.435 -0.037 -0.589 0.168
H -0.120802 -1.342708 3.136782 0.160 -0.248 0.102 0.195
H 0.997347 0.218434 -2.109211 0.073 0.284 0.227 0.194
H -0.260883 -1.617838 1.395401 -0.264 -0.356 0.029 0.195
H -0.813967 2.132945 -1.321467 0.438 0.217 -0.226 0.213
```
Forces are in eV/Å.

The value obtained for the HOMO-LUMO gap is 8.02 eV. Its charge is -1. Its energy relative to the best compared isomer or geometry (same formula, charge and spin) is 9.4 kcal per mole. The calculation puts the electronic energy at -8390.08387 eV. For the HOMO energy, the calculation gives -3.9 eV. The largest force on an atom comes out at 2.23 eV/Å.

- What is the energy relative to the best compared isomer or geometry (same formula, charge and spin) in the third record?
  64.5 kcal per mole

- What is the electronic energy in the first record?
  -16613.74086 eV

Please write out number 8 again, unchanged.
Below is a 2-piece molecular cluster, C4H9O2 overall at a distorted geometry, with properties calculated with wB97M-V/def2-TZVPD.

XYZ file:
```
15
Properties=species:S:1:pos:R:3:forces:R:3:nbo_charge:R:1
O 2.134690 0.312291 2.174826 0.134 0.317 -0.017 -0.779
O 0.102759 0.731571 1.251182 0.120 0.663 0.212 -0.808
C -1.005136 1.250051 -1.929550 -0.152 0.441 0.074 -0.601
C 0.966560 0.049967 1.845090 -0.385 -1.217 0.313 0.781
C 0.434823 -1.404375 2.200667 0.267 0.903 -0.697 -0.755
C 0.007970 0.140342 -1.673033 -1.983 -1.022 -0.035 -0.636
H -1.989310 0.961563 -1.560828 -0.075 -0.408 -0.031 0.193
H -0.061416 -0.030910 -0.605314 1.055 0.338 0.288 0.280
H -1.152930 1.521368 -2.977744 0.224 0.117 -0.041 0.171
H 1.241075 -2.138576 2.191860 -0.047 0.010 0.391 0.189
H -0.480775 -0.784121 -2.018665 0.435 -0.037 -0.589 0.168
H -0.120802 -1.342708 3.136782 0.160 -0.248 0.102 0.195
H 0.997347 0.218434 -2.109211 0.073 0.284 0.227 0.194
H -0.260883 -1.617838 1.395401 -0.264 -0.356 0.029 0.195
H -0.813967 2.132945 -1.321467 0.438 0.217 -0.226 0.213
```
Forces are in eV/Å.

The value obtained for the HOMO-LUMO gap is 8.02 eV. Its charge is -1. Its energy relative to the best compared isomer or geometry (same formula, charge and spin) is 9.4 kcal per mole. The calculation puts the electronic energy at -8390.08387 eV. For the HOMO energy, the calculation gives -3.9 eV. The largest force on an atom comes out at 2.23 eV/Å.